No. 1
{"formula": "C23H26N2O4", "method": "ωB97M-V/def2-TZVPD", "smiles": "CCCCc1cc(=O)oc2cc(C)cc(O[C@@H](C)C(=O)NCc3ccncc3)c12", "total_energy_ev": -35444.1109, "orbital_gap_ev": 8.853, "e_homo_ev": -8.729, "e_above_lowest_ev": 1.826, "symbols": ["C", "C", "C", "C", "C", "C", "C", "O", "O", "C", "C", "C", "C", "C", "C", "O", "C", "C", "C", "O", "N", "C", "C", "C", "C", "N", "C", "C", "C", "H", "H", "H", "H", "H", "H", "H", "H", "H", "H", "H", "H", "H", "H", "H", "H", "H", "H", "H", "H", "H", "H", "H", "H", "H", "H"], "xyz": [[2.1986, 4.8807, -0.0725], [1.8648, 3.6923, -0.9662], [2.5755, 2.4060, -0.5490], [2.1184, 1.8915, 0.8235], [2.7209, 0.5461, 1.0907], [3.8131, 0.4770, 1.8887], [4.5301, -0.7451, 2.1637], [5.4965, -0.8530, 2.8771], [4.0577, -1.8686, 1.5384], [2.9705, -1.8486, 0.7402], [2.6209, -3.0761, 0.1849], [1.5198, -3.1774, -0.6395], [1.1414, -4.4798, -1.2687], [0.7633, -2.0352, -0.8908], [1.0920, -0.8053, -0.3485], [0.3319, 0.3119, -0.5375], [-0.6539, 0.3636, -1.5578], [-0.0815, 0.2652, -2.9688], [-1.8157, -0.6213, -1.3276], [-2.4584, -1.1007, -2.2368], [-2.0657, -0.8531, -0.0245], [-3.1593, -1.6862, 0.4270], [-4.2573, -0.8605, 1.0445], [-4.8711, 0.1475, 0.3080], [-5.8652, 0.8992, 0.9123], [-6.2656, 0.7090, 2.1581], [-5.6856, -0.2501, 2.8561], [-4.6774, -1.0593, 2.3528], [2.2352, -0.6744, 0.4825], [1.8256, 4.7295, 0.9371], [3.2751, 5.0294, -0.0252], [1.7455, 5.7874, -0.4669], [0.7853, 3.5246, -0.9602], [2.1572, 3.9296, -1.9921], [2.3805, 1.6369, -1.2981], [3.6542, 2.5762, -0.5220], [1.0318, 1.8419, 0.8475], [2.4539, 2.5829, 1.5968], [4.2149, 1.3590, 2.3624], [3.2314, -3.9329, 0.4192], [0.0695, -4.5311, -1.4435], [1.4441, -5.3144, -0.6419], [1.6438, -4.5824, -2.2309], [-0.1055, -2.1342, -1.5213], [-1.0903, 1.3649, -1.4263], [-0.9050, 0.1654, -3.6704], [0.5672, -0.6010, -3.0672], [0.4905, 1.1588, -3.2045], [-1.5135, -0.3786, 0.6734], [-3.5382, -2.2001, -0.4626], [-2.7848, -2.4258, 1.1411], [-4.5798, 0.3299, -0.7151], [-6.3695, 1.6919, 0.3756], [-6.0442, -0.3735, 3.8695], [-4.2337, -1.8296, 2.9656]], "atomic_forces_ev_per_a": [[-0.15, -0.12, -0.16], [0.25, -0.03, 0.04], [-0.31, 0.10, -0.01], [0.10, 0.15, -0.13], [0.44, 0.17, 0.54], [-0.41, 0.13, -0.26], [0.50, 0.12, 0.39], [-0.34, -0.03, -0.27], [0.16, -0.16, 0.07], [-0.71, 0.04, -0.51], [0.06, 0.11, 0.08], [0.18, 0.27, 0.24], [0.04, -0.02, -0.06], [-0.15, 0.17, -0.10], [0.34, -0.39, 0.10], [0.08, 0.00, 0.22], [-0.18, 0.07, -0.67], [-0.08, 0.02, 0.31], [0.29, 0.30, 0.39], [-0.15, -0.07, -0.33], [-0.06, 0.01, 0.35], [-0.06, -0.10, -0.13], [-0.10, 0.02, 0.12], [-0.03, -0.07, 0.17], [0.19, -0.01, -0.36], [-0.40, 0.27, 0.30], [0.11, -0.18, 0.15], [0.00, 0.05, -0.23], [-0.01, -0.40, -0.11], [0.00, 0.05, 0.14], [0.13, 0.06, 0.05], [-0.01, 0.12, 0.04], [-0.08, -0.03, -0.09], [-0.09, -0.01, -0.03], [0.08, -0.05, -0.02], [0.06, -0.05, -0.03], [0.06, 0.09, 0.08], [-0.01, -0.04, 0.04], [0.01, 0.07, 0.04], [0.08, -0.13, 0.04], [-0.06, -0.06, -0.02], [-0.01, -0.09, 0.01], [0.00, -0.06, -0.07], [-0.03, -0.05, -0.08], [0.04, -0.21, -0.02], [-0.01, 0.00, -0.06], [0.01, -0.05, -0.06], [0.05, 0.07, 0.02], [0.06, -0.01, -0.14], [0.07, -0.02, 0.19], [-0.08, 0.03, -0.10], [0.02, 0.05, -0.13], [0.01, 0.05, -0.13], [0.03, -0.08, 0.10], [0.05, -0.08, 0.08]]}

---

No. 2
{"formula": "C2H4N2S2", "method": "ωB97M-V/def2-TZVPD", "smiles": "C=NSC(N)=S", "total_energy_ev": -26788.6085, "orbital_gap_ev": 9.217, "e_homo_ev": -8.662, "e_above_lowest_ev": 1.406, "symbols": ["C", "N", "S", "C", "N", "S", "H", "H", "H", "H"], "xyz": [[0.0724, 0.1982, 2.2887], [-0.0592, 0.1266, 1.0421], [0.6149, 1.1662, -0.1288], [0.3094, 0.3008, -1.6394], [-0.4663, -0.7301, -1.4688], [0.9111, 0.8989, -2.9983], [0.5460, 0.9742, 2.9033], [-0.4017, -0.6284, 2.8425], [-0.8116, -0.9805, -0.5914], [-0.7152, -1.3258, -2.2499]], "atomic_forces_ev_per_a": [[-0.44, -0.24, 0.83], [0.21, -0.19, -1.30], [0.42, 0.63, 0.96], [-0.28, 0.46, 1.44], [-0.71, -1.72, -1.98], [0.67, 0.56, -1.15], [0.15, 0.00, -0.48], [0.19, 0.42, -0.05], [-0.40, -0.27, 1.67], [0.20, 0.35, 0.05]]}

---

No. 3
{"formula": "C6H12NO", "method": "ωB97M-V/def2-TZVPD", "total_energy_ev": -9944.4512, "orbital_gap_ev": 10.338, "e_homo_ev": -13.283, "e_above_lowest_ev": 2.654, "total_charge": 1, "symbols": ["C", "C", "C", "C", "C", "C", "N", "O", "H", "H", "H", "H", "H", "H", "H", "H", "H", "H", "H", "H"], "xyz": [[-1.3406, 1.0241, -0.7670], [0.5469, -2.1118, 2.0393], [0.0263, 0.5887, -0.9407], [-0.0421, -2.6930, 3.2881], [0.5369, 0.6207, -2.4127], [0.2512, 2.1463, -2.1919], [-0.2875, 1.9634, -0.8454], [0.3184, -1.0091, 1.5066], [-2.1432, 1.2881, -1.4619], [-1.6059, 0.8022, 0.2820], [1.2714, -2.8047, 1.6240], [-0.0529, -3.7512, 3.2854], [-0.9189, -2.1354, 3.5342], [0.7120, -2.4970, 4.0983], [0.6337, 0.0791, -0.2906], [-0.0200, 0.1437, -3.2301], [1.5937, 0.4056, -2.5420], [-0.5088, 2.5804, -2.8927], [1.1776, 2.6575, -1.9950], [-0.1482, 2.7023, -0.0881]], "atomic_forces_ev_per_a": [[-2.36, -0.55, 1.57], [-0.37, 1.36, -0.50], [0.89, -3.39, -3.42], [1.48, 2.11, 0.40], [-0.58, 1.46, 0.74], [-0.43, 0.49, -2.34], [0.86, 4.44, 2.30], [0.25, -2.45, 1.43], [0.27, -1.17, -0.11], [-0.34, 0.52, -0.64], [0.58, 0.04, -0.72], [-0.65, -1.04, -0.37], [-0.87, -0.21, 0.41], [-0.44, 0.17, -0.58], [0.48, -1.13, 2.25], [-0.13, 0.05, 0.73], [-0.04, 0.03, 0.22], [1.11, 0.20, 0.63], [0.15, 0.69, -0.80], [0.14, -1.62, -1.19]]}

---

No. 4
{"formula": "C10H12Cl2N2O13P2W", "method": "ωB97M-V/def2-TZVPD", "total_energy_ev": -85588.5233, "orbital_gap_ev": 6.683, "e_homo_ev": -15.624, "e_above_lowest_ev": 5.224, "total_charge": 2, "symbols": ["W", "C", "C", "O", "P", "O", "O", "O", "P", "O", "O", "O", "H", "H", "H", "H", "H", "H", "H", "Cl", "C", "Cl", "H", "H", "O", "C", "O", "C", "C", "C", "C", "C", "C", "N", "O", "O", "N", "O", "O", "H", "H", "H"], "xyz": [[0.0000, -0.1161, 0.0947], [-1.3141, -4.1884, 2.6182], [-0.4931, -3.5627, 1.5033], [0.6318, -4.3646, 1.1149], [-1.4221, -3.4894, -0.1476], [-3.3283, -2.5081, 1.0616], [-0.3533, -2.5132, -0.9691], [-2.3968, -2.1420, 0.0340], [0.3169, -2.0171, 1.9542], [0.9855, -2.1135, 3.3499], [1.2600, -1.5597, 0.8056], [-0.6544, -0.7918, 1.9131], [-1.7407, -5.1296, 2.2640], [-2.1334, -3.5440, 2.9288], [-0.6807, -4.3944, 3.4831], [0.6223, -5.2044, 1.5944], [-4.1769, -2.4981, 0.5886], [0.2381, -2.9846, -1.5724], [1.8801, -2.4715, 3.4522], [0.0607, 2.2866, 3.3246], [-1.2199, 2.8649, 2.3321], [-1.3090, 2.0280, 0.6463], [-1.0891, 3.9059, 2.0615], [-2.1952, 2.6524, 2.7529], [-1.9318, 0.4244, -3.4284], [-1.1291, 0.6158, -2.6014], [-1.1816, -0.0934, -1.3355], [0.0665, 1.4954, -2.5297], [0.8139, 1.2534, -1.3851], [1.7923, 2.1563, -1.0109], [2.1352, 3.2594, -1.7801], [1.4219, 3.4117, -2.9528], [0.3668, 2.5833, -3.3337], [1.7466, 4.5831, -3.8127], [2.6684, 5.2707, -3.4451], [1.0712, 4.7237, -4.8005], [2.2126, 1.9246, 0.3290], [3.0569, 2.5172, 0.9013], [1.5674, 0.9455, 0.9280], [1.1486, -0.0196, -1.2218], [2.8909, 3.9781, -1.4880], [-0.2050, 2.8261, -4.2216]], "atomic_forces_ev_per_a": [[-0.53, -0.06, -0.35], [0.05, 0.01, 0.02], [-0.02, -0.08, 0.05], [0.04, 0.02, 0.03], [-0.05, 0.02, 0.00], [-0.03, -0.04, 0.11], [0.01, 0.04, -0.02], [-0.03, -0.02, 0.08], [-0.18, 0.12, -0.06], [0.06, 0.06, -0.06], [0.25, -0.14, -0.01], [-0.07, 0.16, -0.20], [-0.02, 0.01, 0.01], [0.01, 0.02, 0.01], [-0.01, -0.02, 0.00], [-0.03, -0.01, -0.02], [0.05, 0.01, -0.08], [0.02, -0.03, 0.05], [0.00, -0.02, 0.00], [-0.02, 0.03, -0.03], [-0.05, -0.15, 0.04], [0.00, 0.22, 0.04], [0.03, 0.00, -0.03], [0.01, -0.05, 0.02], [-0.05, 0.11, 0.04], [0.21, -0.16, -0.05], [0.25, -0.09, 0.30], [-0.04, 0.15, 0.03], [-0.13, 0.22, 0.10], [-0.21, -0.22, 0.24], [0.03, 0.08, -0.12], [0.12, 0.11, 0.11], [-0.10, -0.13, 0.03], [0.16, -0.09, -0.01], [-0.05, 0.04, 0.01], [-0.07, 0.03, -0.03], [0.15, -0.15, 0.03], [-0.29, -0.11, -0.09], [0.32, 0.15, -0.14], [0.26, -0.06, 0.00], [-0.01, 0.02, -0.01], [-0.02, -0.01, 0.00]]}